Entry a
Entry from the Open Molecules 2025 dataset: the molecule C2H8N4S (wB97M-V/def2-TZVPD).

Geometry as ORCA input:
```
! RIJCOSX wB97M-V def2-TZVPD def2/J DEFGRID3
* xyz 0 1
C -0.274 -0.380 -0.441
C -0.474 0.406 0.823
H 0.732 -2.228 1.518
H 1.823 -1.384 0.627
H 0.167 -2.176 -1.207
H -0.624 -0.253 1.668
H -1.350 1.049 0.668
H 0.473 2.165 2.180
H -0.327 2.045 -1.220
H -0.900 1.633 -2.702
N 1.110 -2.086 0.569
N 0.049 -1.741 -0.291
N -0.446 0.089 -1.615
N -0.937 1.391 -1.708
S 0.978 1.471 1.129
*
```

Results
**SMILES**: N/N=C(\CS)NN
**LUMO energy**: 0.6 eV
**HOMO-LUMO gap**: 8.9488 eV

=====

Entry b
Entry from the Open Molecules 2025 dataset: the molecule C2H8N4S (wB97M-V/def2-TZVPD).

Geometry as ORCA input:
```
! RIJCOSX wB97M-V def2-TZVPD def2/J DEFGRID3
* xyz 0 1
C -2.671 -0.804 0.079
C -0.550 0.267 0.093
H -2.089 -1.733 -0.406
H -2.399 -1.012 1.199
H -3.653 -0.702 -0.378
H -2.487 1.206 0.193
H -0.512 2.018 -0.603
H 2.033 1.363 -0.704
H 1.972 2.030 0.951
H 1.275 -2.506 -0.524
N -1.954 0.500 -0.245
N 0.093 1.576 0.114
N 1.417 1.944 -0.055
N 0.010 -0.936 0.100
S 1.764 -1.189 -0.010
*
```

Results
**SMILES**: CN/C(=N/S)NN
**LUMO energy**: 0.7 eV
**HOMO-LUMO gap**: 8.9795 eV

=====

Least stable: entry b

=====

Entry a
Entry from the Open Molecules 2025 dataset: an isolated ion of composition C2H6NO and charge +1 (wB97M-V/def2-TZVPD).

Geometry as ORCA input:
```
! RIJCOSX wB97M-V def2-TZVPD def2/J DEFGRID3
* xyz 1 1
C 0.005 1.105 0.085
C -0.011 -0.512 -0.522
N 0.542 -0.067 0.779
O -1.108 -1.249 -0.439
H 0.735 1.916 -0.307
H -0.945 1.368 0.401
H 0.722 -0.598 -1.243
H 1.557 0.029 0.934
H 0.045 -0.473 1.602
H -1.543 -1.520 -1.290
*
```

Results
**SMILES**: O[C@H]1C[NH2+]1
**LUMO energy**: -3.6 eV
**HOMO-LUMO gap**: 11.6215 eV

=====

Entry b
Entry from the Open Molecules 2025 dataset: an isolated ion of composition C2H6NO and charge +1 (wB97M-V/def2-TZVPD).

Geometry as ORCA input:
```
! RIJCOSX wB97M-V def2-TZVPD def2/J DEFGRID3
* xyz 1 1
C -0.746 0.250 -1.003
C 0.920 -0.303 0.764
N -0.293 0.301 0.466
O -0.906 0.927 1.239
H -1.810 -0.080 -0.957
H -0.172 -0.631 -1.495
H -0.542 1.254 -1.437
H 0.603 -1.381 0.673
H 1.343 -0.223 1.734
H 1.601 -0.114 0.015
*
```

Results
**SMILES**: C[N+](C)=O
**LUMO energy**: -7.1 eV
**HOMO-LUMO gap**: 10.7108 eV

=====

Least stable: entry b

=====

Entry a
Entry from the Open Molecules 2025 dataset: a 2-piece molecular cluster, C4H7P overall (wB97M-V/def2-TZVPD).

Geometry as ORCA input:
```
! RIJCOSX wB97M-V def2-TZVPD def2/J DEFGRID3
* xyz 0 1
C 0.171 0.878 1.170
C -0.897 -0.344 -0.930
C 0.337 -1.095 -0.530
C -0.360 -0.274 0.518
P 0.014 1.288 2.699
H 0.990 1.933 0.245
H -0.985 0.518 -1.528
H -1.848 -0.887 -1.284
H 0.091 -2.197 -0.551
H 1.257 -0.563 -0.866
H -0.998 -0.968 1.213
H 0.605 2.433 2.669
*
```

Results
**LUMO energy**: 0.6 eV
**HOMO-LUMO gap**: 9.6593 eV

=====

Entry b
Entry from the Open Molecules 2025 dataset: a 2-piece molecular cluster, C4H7P overall (wB97M-V/def2-TZVPD).

Geometry as ORCA input:
```
! RIJCOSX wB97M-V def2-TZVPD def2/J DEFGRID3
* xyz 0 1
C -1.547 1.438 0.338
C -0.191 1.060 0.249
C 0.369 -0.180 0.071
C -0.209 -1.470 -0.008
P 3.153 0.441 -0.755
H -1.848 2.489 0.425
H -2.293 0.698 0.221
H 0.534 1.862 0.228
H -0.375 -1.745 0.963
H -1.171 -1.449 -0.575
H 0.329 -2.316 -0.633
H 3.249 -0.829 -0.523
*
```

Results
**LUMO energy (spin up / spin down)**: -1.9 / -1.9 eV
**HOMO-LUMO gap (spin up / spin down)**: 4.7166 / 4.8769 eV

=====

Least stable: entry b

=====

Entry a
Entry from the Open Molecules 2025 dataset: a 2-piece molecular cluster, C3H9O overall (wB97M-V/def2-TZVPD).

Geometry as ORCA input:
```
! RIJCOSX wB97M-V def2-TZVPD def2/J DEFGRID3
* xyz -2 2
O 0.770 2.324 -1.830
H 1.612 2.789 -1.722
C -1.497 -0.738 0.352
C -0.193 -0.266 -0.284
C 0.961 -0.269 0.744
H -1.278 -1.734 0.779
H -2.277 -1.006 -0.371
H -1.851 -0.167 1.213
H -0.181 0.730 -0.749
H 0.098 -1.002 -1.038
H 1.610 -1.148 0.679
H 1.606 0.576 0.463
H 0.620 -0.090 1.764
*
```

Results
**<S²>**: 0.751
**LUMO energy (spin up / spin down)**: 7.5 / 7.6 eV
**HOMO-LUMO gap (spin up / spin down)**: 3.0915 / 7.3853 eV

=====

Entry b
Entry from the Open Molecules 2025 dataset: a 2-piece molecular cluster, C3H9O overall (wB97M-V/def2-TZVPD).

Geometry as ORCA input:
```
! RIJCOSX wB97M-V def2-TZVPD def2/J DEFGRID3
* xyz -2 2
O -2.099 2.148 -2.629
H -2.386 2.667 -1.858
C -0.465 0.293 1.007
C 0.197 -0.413 -0.176
C 1.436 -1.202 0.248
H -0.673 -0.384 1.840
H -1.381 0.757 0.642
H 0.169 1.094 1.404
H 0.317 0.310 -0.976
H -0.546 -1.146 -0.504
H 1.345 -1.683 1.221
H 1.770 -1.886 -0.543
H 2.315 -0.555 0.323
*
```

Results
**<S²>**: 0.751
**LUMO energy (spin up / spin down)**: 7.3 / 7.2 eV
**HOMO-LUMO gap (spin up / spin down)**: 3.2224 / 7.0723 eV

=====

Least stable: entry a

=====

Entry a
Entry from the Open Molecules 2025 dataset: the molecule C3H9N2O2P (wB97M-V/def2-TZVPD).

Geometry as ORCA input:
```
! RIJCOSX wB97M-V def2-TZVPD def2/J DEFGRID3
* xyz 0 1
C -0.443 -0.199 -1.822
C 0.579 -0.999 -0.895
C -0.306 -0.304 1.753
N -0.077 1.152 -1.828
N -0.016 1.516 -0.498
O 0.037 -1.544 2.426
O -0.349 0.725 2.724
P 0.955 0.203 0.427
H -0.634 -0.588 -2.894
H -1.375 -0.151 -1.309
H 0.018 -1.833 -0.531
H 1.490 -1.373 -1.299
H -1.329 -0.355 1.389
H 0.846 1.195 -2.263
H 0.232 2.438 -0.314
H 0.893 -1.417 2.711
H -0.523 1.535 2.222
*
```

Results
**SMILES**: OC(O)P1CCNN1
**LUMO energy**: 0.9 eV
**HOMO-LUMO gap**: 9.2983 eV

=====

Entry b
Entry from the Open Molecules 2025 dataset: the molecule C3H9N2O2P (wB97M-V/def2-TZVPD).

Geometry as ORCA input:
```
! RIJCOSX wB97M-V def2-TZVPD def2/J DEFGRID3
* xyz 0 1
C -1.381 -0.849 -0.069
C 1.745 -0.687 0.610
C 0.808 2.252 0.480
N -2.271 -0.642 -1.041
N -1.280 -1.903 0.586
O -0.786 0.276 0.348
O 0.600 0.451 -1.768
P 0.666 0.569 -0.330
H 2.783 -0.370 0.755
H 1.150 -0.814 1.546
H 1.819 -1.654 -0.030
H 1.655 2.812 0.124
H -0.170 2.779 0.219
H 1.030 1.910 1.474
H -2.721 -1.510 -1.274
H -2.216 0.159 -1.737
H -1.431 -2.780 0.107
*
```

Results
**SMILES**: [H]/N=C(\N)OP(C)(C)=O
**LUMO energy**: 0.8 eV
**HOMO-LUMO gap**: 10.1837 eV

=====

Least stable: entry a

=====

Entry a
Entry from the Open Molecules 2025 dataset: a 2-piece molecular cluster, C5H10N5 overall (wB97M-V/def2-TZVPD).

Geometry as ORCA input:
```
! RIJCOSX wB97M-V def2-TZVPD def2/J DEFGRID3
* xyz 1 1
C -2.766 0.204 0.147
C -1.713 0.962 0.564
C -0.218 -0.778 0.092
C -2.493 -1.251 -0.095
C 2.072 -0.364 0.522
N -1.142 -1.578 -0.310
N 1.120 -1.179 0.050
N -0.427 0.510 0.600
N 3.342 -0.610 0.209
N 0.772 1.583 -0.574
H -3.742 0.447 0.237
H -1.667 2.005 0.918
H -2.866 -1.824 0.811
H -3.266 -1.854 -0.774
H 1.614 0.590 1.063
H 1.122 -2.043 -0.489
H 4.022 0.112 0.175
H 3.824 -1.431 -0.118
H 0.582 2.493 -0.164
H 0.238 1.572 -1.445
*
```

Results
**LUMO energy (spin up / spin down)**: -4.3 / -4.8 eV
**HOMO-LUMO gap (spin up / spin down)**: 7.8418 / 7.4780 eV

=====

Entry b
Entry from the Open Molecules 2025 dataset: an isolated ion of composition C5H10N5 and charge +1 (wB97M-V/def2-TZVPD).

Geometry as ORCA input:
```
! RIJCOSX wB97M-V def2-TZVPD def2/J DEFGRID3
* xyz 1 1
C -2.731 -0.209 -0.141
C 1.614 -0.310 -0.828
C 0.780 0.730 -0.228
C 1.591 -1.629 -0.176
C 1.475 1.156 1.153
N -2.104 -1.072 0.686
N -0.860 -0.806 0.820
N -3.949 -0.129 -0.469
N -1.695 0.727 -0.536
N -0.603 0.318 0.106
H 2.221 0.083 -1.668
H 0.814 1.740 -0.644
H 1.377 -2.526 -0.777
H 0.927 -1.753 0.617
H 2.578 -1.857 0.071
H 2.268 1.741 0.863
H 1.767 0.283 1.597
H 0.823 1.606 1.736
H -4.480 0.623 -0.805
H -1.813 1.286 -1.378
*
```

Results
**LUMO energy (spin up / spin down)**: -7.1 / -7.7 eV
**HOMO-LUMO gap (spin up / spin down)**: 5.2355 / 4.0851 eV

=====

Entry c
Entry from the Open Molecules 2025 dataset: an isolated ion of composition C5H10N5 and charge +1 (wB97M-V/def2-TZVPD).

Geometry as ORCA input:
```
! RIJCOSX wB97M-V def2-TZVPD def2/J DEFGRID3
* xyz 1 1
C -1.916 -0.609 0.009
C 0.422 -0.941 0.156
C -0.441 -0.034 -1.795
C 0.721 1.342 -0.355
C 1.108 0.665 1.946
N -1.801 -0.070 -1.143
N -0.822 -1.105 0.761
N 0.158 1.220 -1.497
N 0.868 0.394 0.556
N 0.421 -1.038 -1.257
H -2.872 -0.579 0.441
H 1.112 -1.779 0.512
H -0.776 -0.070 -2.829
H 1.051 2.253 -0.004
H 1.305 -0.329 2.256
H 1.791 1.417 2.085
H 0.229 0.982 2.406
H -1.195 -1.708 1.515
H 0.194 1.997 -2.192
H 0.444 -2.008 -1.572
*
```

Results
**SMILES**: C[N+]1=CN[C@@H]2N=CN[C@H]1N2
**LUMO energy**: -3.3 eV
**HOMO-LUMO gap**: 9.9864 eV

=====

Least stable: entry b